No. 1
DFT (ωB97M-V/def2-TZVPD) results for a structure of composition C52H63As3N6O5S2V at a distorted geometry.

Cartesian coordinates (Å):
V: 0.5241 -0.2634 0.0474
O: -5.1989 -3.9320 -0.0617
C: -4.0022 -3.7872 0.5579
O: -3.8181 -4.2176 1.6584
C: -2.9816 -3.1281 -0.2771
C: -2.7141 -3.4215 -1.6085
N: -1.6825 -2.6515 -1.9847
N: -1.2813 -1.8715 -1.0016
C: -2.0333 -2.1313 0.0521
C: -1.7027 -1.2608 1.2304
O: -2.5559 -0.7418 1.9313
O: -0.4481 -1.0696 1.3257
H: -5.2055 -3.4977 -0.9242
H: -3.1710 -4.1357 -2.2653
H: -1.2069 -2.5802 -2.8760
C: -0.0555 2.6540 2.7172
C: -1.4317 2.2853 2.1719
As: -1.4634 1.7901 0.2447
C: -1.1954 3.5587 -0.6114
C: -0.9127 3.5479 -1.9752
C: -0.7086 4.7231 -2.6766
C: -0.7891 5.9416 -2.0245
C: -1.0589 5.9704 -0.6686
C: -1.2515 4.7898 0.0308
C: -3.4340 1.8226 0.1659
C: -4.1252 0.6497 -0.1073
C: -5.4899 0.5651 0.1081
C: -6.1881 1.6680 0.5699
C: -5.5254 2.8696 0.7588
C: -4.1587 2.9441 0.5592
As: 1.0854 1.0306 2.7206
C: 2.8326 1.8617 3.1823
C: 3.7145 1.9118 2.1017
C: 4.9746 2.4648 2.2321
C: 5.3852 2.9632 3.4575
C: 4.5411 2.8753 4.5498
C: 3.2745 2.3311 4.4136
C: 0.4682 0.2978 4.4403
C: 0.2945 1.0469 5.5981
C: -0.1606 0.4579 6.7644
C: -0.4917 -0.8859 6.7852
C: -0.3581 -1.6393 5.6325
C: 0.1283 -1.0513 4.4783
H: -0.1493 3.0382 3.7416
H: 0.4097 3.4360 2.1063
H: -2.1540 3.0944 2.3486
H: -1.8166 1.4031 2.6990
H: -0.8283 2.5868 -2.4743
H: -0.4807 4.6887 -3.7327
H: -0.6207 6.8624 -2.5659
H: -1.1128 6.9161 -0.1473
H: -1.4211 4.8424 1.0984
H: -3.5700 -0.2046 -0.4738
H: -6.0027 -0.3727 -0.0539
H: -7.2443 1.5934 0.7837
H: -6.0707 3.7438 1.0890
H: -3.6507 3.8892 0.7166
H: 3.3984 1.4958 1.1429
H: 5.6401 2.5011 1.3815
H: 6.3625 3.4105 3.5665
H: 4.8739 3.2277 5.5162
H: 2.6378 2.2646 5.2849
H: 0.5045 2.1098 5.5960
H: -0.2611 1.0467 7.6646
H: -0.8544 -1.3398 7.6961
H: -0.6385 -2.6833 5.6267
H: 0.2269 -1.6563 3.5847
C: 4.5159 -3.0658 -4.4211
C: 3.2848 -2.2115 -4.7166
N: 3.3721 -0.8983 -4.1386
C: 4.3509 0.0223 -4.6790
C: 5.5463 0.2494 -3.7534
C: 2.5511 -0.4873 -3.1369
S: 1.3888 -1.5741 -2.4981
N: 2.7356 0.7625 -2.7650
C: 2.1560 1.3472 -1.7145
O: 1.3874 0.7252 -0.8897
C: 2.4695 2.7440 -1.4821
C: 3.3149 3.4766 -2.3266
C: 3.5683 4.8068 -2.0659
C: 3.0012 5.4361 -0.9649
C: 2.1744 4.7149 -0.1153
C: 1.9125 3.3887 -0.3721
H: 4.3832 -4.0561 -4.8506
H: 4.6472 -3.1654 -3.3459
H: 5.4156 -2.6233 -4.8454
H: 2.4018 -2.6924 -4.2927
H: 3.1383 -2.1223 -5.8000
H: 3.8614 0.9852 -4.8494
H: 4.6898 -0.3777 -5.6385
H: 5.2011 0.6299 -2.7967
H: 6.2195 0.9767 -4.2020
H: 6.0906 -0.6747 -3.5811
H: 3.7585 2.9775 -3.1737
H: 4.2207 5.3669 -2.7231
H: 3.2057 6.4787 -0.7673
H: 1.7400 5.1944 0.7509
H: 1.2733 2.7988 0.2810
S: -2.0151 0.1757 -3.1199
C: -2.9181 1.0707 -4.1527
N: -3.7044 2.1194 -3.8176
C: -4.5111 2.5514 -4.9372
C: -3.7438 1.9463 -6.1261
N: -3.0262 0.8590 -5.4910
H: -3.9530 2.3012 -2.8597
H: -4.5735 3.6394 -4.9891
H: -5.5267 2.1375 -4.8780
H: -3.0469 2.6747 -6.5633
H: -4.4069 1.5764 -6.9119
H: -2.3089 0.3525 -5.9827
C: 4.7950 -1.5159 -0.4907
C: 3.8614 -2.6891 -0.2208
As: 2.2912 -2.1026 0.8474
C: 3.2462 -1.6987 2.5579
C: 4.0747 -2.7986 3.2112
C: 1.6202 -3.9223 1.2810
C: 0.8419 -4.5277 0.1203
H: 5.5915 -1.8009 -1.1775
H: 5.2537 -1.1532 0.4310
H: 4.2302 -0.6932 -0.9352
H: 4.3824 -3.4985 0.3035
H: 3.4832 -3.0839 -1.1692
H: 2.4864 -1.3527 3.2679
H: 3.8914 -0.8387 2.3437
H: 3.4573 -3.6413 3.5184
H: 4.5563 -2.4037 4.1042
H: 4.8541 -3.1557 2.5391
H: 0.9775 -3.8602 2.1647
H: 2.4864 -4.5506 1.5263
H: -0.0829 -3.9747 -0.0283
H: 0.5927 -5.5684 0.3225
H: 1.4206 -4.4754 -0.8040

Forces on atoms 1 to 2 (eV/Å):
-2.57 -4.01 2.42
-0.35 -0.23 0.10

HOMO-LUMO gap (alpha / beta) = 5.88 / 6.29 eV
charge = 0
⟨S²⟩ = 1.020
2S+1 = 2
HOMO energy (alpha / beta) = -5.62 / -6.15 eV


No. 2
DFT (ωB97M-V/def2-TZVPD) results for a structure of composition C52H69BGeNO2P2Re.

Cartesian coordinates (Å):
Re: -0.7009 -1.1456 -0.2095
C: -1.4264 -2.7141 -3.8573
C: 0.0761 -2.4466 -3.8058
C: 0.5475 -1.7285 -5.0700
P: 0.4899 -1.5161 -2.2607
C: 0.6231 0.2932 -2.5167
C: 1.9716 0.8412 -2.9501
C: 0.1626 0.6641 -1.0764
C: 2.0909 -2.0893 -1.6801
C: 3.1401 -2.4298 -2.5322
C: 4.3163 -2.9885 -2.0625
C: 5.4475 -3.3482 -2.9841
C: 4.3954 -3.2224 -0.6907
C: 3.3690 -2.9023 0.1741
C: 2.1832 -2.3060 -0.2927
N: 1.0926 -1.9719 0.5188
C: 1.0897 -2.4655 1.8467
C: 2.0647 -2.1620 2.7918
C: 1.9647 -2.6699 4.0789
C: 0.8940 -3.4640 4.4691
C: 0.7748 -3.9587 5.8845
C: -0.0953 -3.7354 3.5288
C: -0.0093 -3.2452 2.2350
P: -1.2822 -3.3269 0.9363
C: -2.8628 -3.7020 1.8325
C: -3.9795 -4.1023 0.8649
C: -3.3341 -2.5637 2.7283
C: -0.9730 -4.9748 0.1115
C: -1.1091 -6.1758 1.0471
C: 0.3743 -5.0202 -0.5925
H: -1.6671 -3.3408 -4.7189
H: -1.7717 -3.2096 -2.9492
H: -1.9838 -1.7788 -3.9520
H: 0.6054 -3.4000 -3.7122
H: 0.0619 -0.7545 -5.1651
H: 1.6262 -1.5651 -5.0829
H: 0.2864 -2.3136 -5.9544
H: -0.1642 0.5901 -3.2216
H: 2.7649 0.4432 -2.3137
H: 2.2119 0.5983 -3.9892
H: 1.9967 1.9249 -2.8362
H: 1.0443 0.9328 -0.4800
H: -1.1420 2.0092 -0.0347
H: -1.6972 1.6156 -1.6549
H: 3.0332 -2.2537 -3.5979
H: 5.2824 -2.9387 -3.9810
H: 6.3990 -2.9587 -2.6181
H: 5.5548 -4.4308 -3.0833
H: 5.2899 -3.6826 -0.2838
H: 3.4870 -3.1436 1.2185
H: 2.8902 -1.5149 2.5230
H: 2.7313 -2.4195 4.8050
H: 1.7474 -4.2366 6.2919
H: 0.3548 -3.1874 6.5355
H: 0.1233 -4.8309 5.9429
H: -0.9567 -4.3237 3.8283
H: -2.6498 -4.5676 2.4669
H: -4.3205 -3.2418 0.2860
H: -3.6925 -4.8903 0.1694
H: -4.8366 -4.4657 1.4357
H: -3.5230 -1.6609 2.1449
H: -4.2634 -2.8587 3.2235
H: -2.5950 -2.3029 3.4815
H: -1.7489 -5.0357 -0.6600
H: -0.4274 -6.0821 1.8965
H: -2.1209 -6.3052 1.4315
H: -0.8447 -7.0920 0.5141
H: 1.1979 -4.9718 0.1239
H: 0.4686 -5.9583 -1.1445
H: 0.4922 -4.1953 -1.2932
C: -2.5240 -1.0058 -0.6854
H: -2.9675 -0.0106 -0.7803
H: -3.2531 -1.7988 -0.8237
C: -0.3312 -0.1051 5.0566
C: -1.1357 0.5583 3.9460
C: -2.5080 0.9354 4.4915
O: -1.3422 -0.4259 2.9178
B: -0.7406 -0.0570 1.7309
O: -0.1161 1.1685 1.8981
C: -0.3778 1.7194 3.1988
C: 0.9646 2.1067 3.8047
C: -1.2208 2.9737 2.9944
H: -0.9000 -0.9553 5.4383
H: -0.1432 0.5829 5.8829
H: 0.6179 -0.4827 4.6838
H: -2.9849 0.0373 4.8867
H: -3.1524 1.3434 3.7149
H: -2.4309 1.6634 5.3013
H: 1.6320 1.2481 3.8649
H: 0.8491 2.5341 4.8027
H: 1.4360 2.8524 3.1627
H: -2.1353 2.7504 2.4458
H: -0.6560 3.6987 2.4069
H: -1.4910 3.4419 3.9423
C: -0.8055 1.8482 -1.0590
Ge: -0.2601 3.6488 -1.6497
C: 1.5655 4.1590 -1.1394
C: 2.6204 4.3609 -2.0248
C: 3.8878 4.6987 -1.5703
C: 4.1250 4.8394 -0.2105
C: 3.0833 4.6547 0.6877
C: 1.8205 4.3233 0.2221
C: -0.6478 3.9654 -3.5580
C: -1.8442 4.6081 -3.8801
C: -2.2274 4.8110 -5.1982
C: -1.4160 4.3743 -6.2338
C: -0.2226 3.7318 -5.9373
C: 0.1504 3.5291 -4.6163
C: -1.4214 4.8955 -0.6685
C: -1.0741 6.2441 -0.5892
C: -1.8794 7.1549 0.0791
C: -3.0572 6.7291 0.6798
C: -3.4210 5.3935 0.6056
C: -2.6067 4.4886 -0.0628
H: 2.4619 4.2839 -3.0953
H: 4.6906 4.8557 -2.2801
H: 5.1140 5.0979 0.1464
H: 3.2542 4.7722 1.7509
H: 1.0145 4.1939 0.9372
H: -2.4913 4.9695 -3.0881
H: -3.1611 5.3156 -5.4146
H: -1.7100 4.5329 -7.2638
H: 0.4222 3.3847 -6.7356
H: 1.0814 3.0093 -4.4273
H: -0.1537 6.5917 -1.0479
H: -1.5869 8.1963 0.1324
H: -3.6868 7.4374 1.2038
H: -4.3391 5.0546 1.0700
H: -2.9081 3.4475 -0.1062

Forces on atoms 1 to 2 (eV/Å):
-0.05 0.73 0.22
-0.01 0.00 -0.02

HOMO-LUMO gap (alpha / beta) = 6.85 / 6.85 eV
charge = 0
HOMO energy (alpha / beta) = -6.89 / -6.89 eV


No. 3
DFT (ωB97M-V/def2-TZVPD) results for a structure of composition C52H69N5P3SiW at a distorted geometry.

Cartesian coordinates (Å):
W: -0.0749 0.1476 -0.6289
C: -3.1926 -3.2128 1.8852
C: -2.3465 -2.8169 0.6675
C: -2.6583 -3.7274 -0.5261
P: -2.4020 -0.9961 0.3026
C: -3.9266 -0.7463 -0.7469
C: -3.6202 -0.9888 -2.2321
C: -5.2103 -1.5031 -0.3742
C: -2.6232 -0.3023 1.9677
C: -3.8716 -0.0966 2.5537
C: -3.9634 0.2885 3.8813
C: -2.8106 0.4558 4.6364
C: -1.5687 0.2712 4.0486
C: -1.4507 -0.1057 2.7070
Si: 0.2191 -0.1309 1.8471
C: 1.2362 1.2364 2.6257
C: 1.8083 1.0566 3.8915
C: 2.5540 2.0576 4.4856
C: 2.7426 3.2653 3.8194
C: 2.1888 3.4596 2.5690
C: 1.4486 2.4390 1.9610
P: 0.6281 2.6052 0.3553
C: 1.6898 3.4913 -0.8924
C: 2.3097 4.8213 -0.4468
C: 2.7796 2.6455 -1.5417
C: -0.7222 3.8540 0.7269
C: -1.0590 4.7929 -0.4368
C: -0.5267 4.6832 1.9986
C: 1.2720 -1.6562 2.1237
C: 1.0552 -2.4949 3.2152
C: 1.9057 -3.5624 3.4772
C: 2.9964 -3.7879 2.6517
C: 3.2271 -2.9650 1.5574
C: 2.3632 -1.9084 1.2715
P: 2.5785 -0.8327 -0.1943
C: 4.1931 0.0770 0.1081
C: 5.3612 -0.8881 0.3427
C: 4.2079 1.0909 1.2352
C: 3.0229 -1.8066 -1.7620
C: 3.9111 -1.0010 -2.7234
C: 3.5443 -3.2428 -1.6410
H: -3.1545 -4.3000 1.9737
H: -4.2391 -2.9308 1.7946
H: -2.8038 -2.7897 2.8095
H: -1.3101 -2.9670 0.9682
H: -3.7268 -3.8830 -0.6387
H: -2.2135 -4.7067 -0.3456
H: -2.2785 -3.3592 -1.4754
H: -4.1556 0.3066 -0.6292
H: -3.7811 -2.0310 -2.5033
H: -2.5961 -0.7237 -2.4893
H: -4.2926 -0.3844 -2.8428
H: -5.0989 -2.5800 -0.3858
H: -5.9569 -1.2526 -1.1309
H: -5.6306 -1.2144 0.5834
H: -4.7797 -0.2319 1.9887
H: -4.9345 0.4510 4.3279
H: -2.8801 0.7480 5.6749
H: -0.6822 0.4553 4.6398
H: 1.6888 0.1149 4.4139
H: 2.9900 1.9039 5.4631
H: 3.3246 4.0532 4.2768
H: 2.3462 4.4056 2.0777
H: 0.9379 3.7242 -1.6537
H: 3.1891 4.6494 0.1715
H: 1.6223 5.4634 0.0958
H: 2.6428 5.3703 -1.3288
H: 3.6811 2.6449 -0.9324
H: 3.0568 3.0672 -2.5106
H: 2.4837 1.6029 -1.6835
H: -1.5848 3.2196 0.9248
H: -0.3612 5.6278 -0.4809
H: -2.0534 5.2125 -0.2770
H: -1.0620 4.3161 -1.4125
H: 0.3186 5.3651 1.9373
H: -0.4160 4.0705 2.8901
H: -1.4225 5.2938 2.1247
H: 0.2086 -2.3201 3.8691
H: 1.7243 -4.2070 4.3261
H: 3.6709 -4.6086 2.8527
H: 4.0728 -3.1798 0.9245
H: 4.3695 0.6017 -0.8304
H: 5.3147 -1.3240 1.3391
H: 6.2808 -0.3039 0.2925
H: 5.4478 -1.6844 -0.3853
H: 3.9135 0.6486 2.1871
H: 3.5646 1.9374 1.0362
H: 5.2261 1.4662 1.3469
H: 2.0660 -1.8879 -2.2638
H: 4.9499 -0.9562 -2.4063
H: 3.5738 0.0280 -2.8717
H: 3.8995 -1.4976 -3.6952
H: 4.5743 -3.2957 -1.3012
H: 3.5230 -3.6918 -2.6362
H: 2.9295 -3.8594 -0.9910
C: -0.1795 -0.6423 -3.8040
N: 0.5153 0.4376 -3.0763
C: 0.0208 1.7306 -3.5650
C: -1.2566 2.0075 -2.8532
N: -1.5158 1.5532 -1.6346
C: -2.7304 2.1867 -1.2646
C: -3.4441 2.2190 -0.0668
C: -4.5905 2.9831 -0.0164
C: -5.0488 3.7063 -1.1313
C: -4.3481 3.7038 -2.3170
C: -3.1831 2.9448 -2.3421
N: -2.2194 2.8030 -3.3300
C: -0.1245 -1.8847 -2.9958
N: -0.0670 -1.8845 -1.6734
C: 0.1794 -3.2464 -1.3250
C: 0.3993 -3.9046 -0.1138
C: 0.5977 -5.2695 -0.1375
C: 0.5945 -6.0039 -1.3327
C: 0.4002 -5.3765 -2.5430
C: 0.2031 -4.0021 -2.4992
N: 0.0095 -3.1004 -3.5331
H: 0.2615 -0.8118 -4.7914
H: -1.2179 -0.3404 -3.9635
H: 1.5163 0.3778 -3.2501
H: -0.1369 1.7314 -4.6493
H: 0.7484 2.5123 -3.3423
H: -3.1171 1.6693 0.8053
H: -5.1531 3.0257 0.9054
H: -5.9583 4.2840 -1.0516
H: -4.6760 4.2763 -3.1724
H: -2.2205 3.2493 -4.2348
H: 0.4300 -3.3823 0.8256
H: 0.7666 -5.7861 0.7970
H: 0.7528 -7.0725 -1.3036
H: 0.4009 -5.9227 -3.4755
H: -0.0013 -3.3143 -4.5191

Forces on atoms 1 to 2 (eV/Å):
-0.44 -0.10 -0.91
0.02 -0.03 -0.01

HOMO-LUMO gap (alpha / beta) = 7.91 / 7.29 eV
charge = +3
⟨S²⟩ = 2.025
2S+1 = 3
HOMO energy (alpha / beta) = -15.68 / -15.66 eV